{"formula": "C4H6N2O", "method": "the ωB97M-V functional and the def2-TZVPD basis", "species": ["C", "C", "N", "C", "C", "O", "N", "H", "H", "H", "H", "H", "H"], "xyz": [[-1.15810, -1.40343, 1.12406], [-0.28536, -0.63162, 0.20569], [-0.31640, -0.71042, -1.09926], [0.54540, 0.26117, -1.54561], [0.99725, 0.99575, -0.49546], [1.05891, 2.35552, -0.47246], [0.56613, 0.34608, 0.64606], [-1.99972, -1.76423, 0.52906], [-1.54585, -0.77557, 1.93544], [-0.62898, -2.25580, 1.55304], [0.69010, 0.51154, -2.58632], [1.14970, 2.65640, -1.38318], [0.92691, 0.41460, 1.58896]], "atomic_forces_ev_per_a": [[0.0, -0.2, 0.1], [0.0, -0.4, 0.0], [0.3, -0.5, 0.3], [-0.1, 0.2, -0.3], [-1.0, 0.1, -0.3], [1.5, 0.5, 0.4], [-0.4, 0.2, -0.1], [0.1, -0.1, 0.2], [0.1, -0.1, -0.1], [-0.1, -0.1, 0.1], [-0.2, -0.1, 0.0], [0.1, 0.0, 0.1], [-0.3, 0.4, -0.3]], "mulliken_charge": [-0.997, 0.460, -0.592, -0.462, 0.379, -0.487, -0.084, 0.282, 0.317, 0.263, 0.382, 0.312, 0.225], "e_homo_ev": -7.87, "gap_ha": 0.3166, "mol_weight_g_mol": 98.10, "smiles": "Cc1ncc(O)[nH]1", "de_lowest_kcal_mol": 32.9, "lumo_energy_ev": 0.748, "total_charge": 0}

=====

{"formula": "C3H7O4", "method": "the ωB97M-V functional and the def2-TZVPD basis", "species": ["O", "C", "O", "C", "C", "O", "H", "H", "H", "H", "H", "H", "H", "O"], "xyz": [[-0.35373, 1.38836, -0.55785], [-0.16348, 1.48706, 0.77905], [0.08701, 2.58204, 1.22053], [-0.18832, 0.29576, 1.57037], [-0.13272, -1.14843, 1.05692], [-0.12085, -3.23281, -0.20516], [-0.78181, -1.85181, 1.64165], [0.70298, 0.45670, 2.12371], [-0.64600, -1.18038, 0.10079], [0.79953, -1.59658, 0.82214], [-0.08410, -3.98920, -0.86314], [0.00695, 2.09028, -1.16728], [0.45354, 2.45776, -3.74122], [0.42100, 2.24125, -2.78053]], "atomic_forces_ev_per_a": [[-0.5, -1.8, 1.6], [-0.9, 1.3, -4.2], [0.5, 1.5, 1.8], [2.0, -2.6, -0.6], [-3.7, 1.6, 0.0], [0.1, -2.4, -1.4], [0.9, 0.5, -0.1], [0.4, 0.3, 1.9], [0.0, 0.0, -0.1], [1.1, -0.1, 0.4], [0.0, 1.2, 1.1], [0.0, 0.0, -0.4], [-0.1, -0.1, 1.2], [0.2, 0.6, -1.2]], "mulliken_spin": [0.038, -0.035, 0.084, 0.802, -0.047, 0.014, 0.047, 0.063, 0.004, 0.035, -0.001, -0.004, 0.000, 0.000], "e_homo_ev": [-0.12, -0.09], "gap_ha": [0.2431, 0.2163], "mol_weight_g_mol": 107.08, "multiplicity": 2, "lumo_energy_ev": [6.493, 5.792], "total_charge": -2}

=====

{"formula": "C11H14AsClN2O5OsS6", "method": "the ωB97M-V functional and the def2-TZVPD basis", "species": ["Os", "S", "As", "S", "S", "S", "O", "Cl", "O", "O", "O", "C", "S", "O", "C", "C", "C", "C", "C", "C", "H", "H", "H", "H", "H", "H", "H", "H", "C", "N", "C", "C", "N", "C", "S", "H", "H", "H", "H", "H", "H"], "xyz": [[1.25370, -1.19082, -0.05615], [5.36329, 1.05868, -0.56742], [4.47483, -0.75107, -0.12176], [2.78057, -0.62123, 1.40140], [2.78172, -1.18436, -1.60956], [5.61353, -2.43535, 0.13950], [-2.15089, -0.84665, 2.21661], [-0.72715, -0.70683, 2.30647], [-0.27095, -0.63621, 3.65574], [-0.25052, 0.43598, 1.52290], [-0.09263, -1.89461, 1.61851], [-0.91723, 2.22651, -2.68044], [-0.82363, 1.50877, -1.06263], [-0.17932, 0.14724, -1.37713], [0.39001, 2.59192, -0.36317], [1.72805, 2.49668, -0.71988], [2.63065, 3.37618, -0.14225], [2.18836, 4.32704, 0.77168], [0.84822, 4.40041, 1.12614], [-0.06381, 3.52059, 0.56149], [0.09354, 2.37707, -3.05657], [-1.44957, 3.17398, -2.59475], [-1.46841, 1.53251, -3.31319], [2.06817, 1.74895, -1.42613], [3.67695, 3.29570, -0.40068], [2.90090, 5.00719, 1.22070], [0.51440, 5.12808, 1.85416], [-1.10813, 3.54143, 0.85000], [-1.72731, -4.78650, 0.82189], [-2.23335, -3.58408, 0.15079], [-3.49937, -3.04289, 0.30177], [-3.51668, -1.87484, -0.37405], [-2.26771, -1.73919, -0.94002], [-1.48633, -2.76872, -0.59878], [0.14949, -3.02286, -1.11891], [-2.54622, -5.22822, 1.38151], [-0.92313, -4.50391, 1.49619], [-1.35280, -5.49513, 0.08930], [-4.25808, -3.52227, 0.89436], [-4.29086, -1.13756, -0.48313], [-1.85233, -0.92163, -1.37452]], "atomic_forces_ev_per_a": [[0.1, 1.5, -0.4], [-0.3, 0.1, 0.0], [1.2, 0.1, -0.1], [-0.2, -0.5, -0.1], [-0.5, -0.2, 0.5], [-0.2, -0.2, 0.1], [0.5, 0.1, 0.0], [0.3, 0.0, 0.1], [-0.3, -0.1, -0.7], [-0.3, -0.4, 0.2], [-0.2, 0.3, 0.3], [0.1, 0.1, -0.3], [0.1, -0.2, 0.3], [-0.1, -0.3, 0.1], [0.1, -0.1, 0.1], [0.0, 0.1, 0.0], [-0.1, 0.1, 0.0], [0.0, -0.1, 0.0], [0.0, 0.0, 0.0], [0.0, 0.0, 0.1], [-0.1, 0.0, -0.1], [0.0, 0.0, 0.0], [0.0, 0.0, 0.0], [0.0, 0.0, 0.0], [0.0, 0.0, 0.0], [0.0, 0.0, 0.0], [0.0, 0.0, 0.0], [0.0, 0.0, 0.0], [-0.1, 0.2, -0.1], [-0.1, -0.3, 0.3], [0.1, -0.1, 0.0], [0.1, 0.0, -0.1], [-0.1, 0.2, 0.1], [0.2, -0.2, -0.1], [-0.3, -0.2, 0.0], [0.0, 0.0, 0.0], [0.0, 0.0, 0.0], [0.0, 0.0, 0.0], [0.0, 0.0, 0.0], [0.0, 0.0, 0.0], [0.0, -0.1, -0.1]], "mulliken_charge": [1.697, -0.451, 0.376, -0.221, -0.238, -0.405, -0.622, 1.729, -0.621, -0.629, -0.793, -1.168, 0.323, -0.850, 0.639, -0.014, -0.840, -0.468, -0.616, -0.490, 0.348, 0.422, 0.412, 0.502, 0.340, 0.416, 0.394, 0.397, -0.894, 0.304, -0.178, -0.534, 0.357, -0.170, -0.469, 0.320, 0.334, 0.333, 0.419, 0.429, 0.179], "e_homo_ev": [-7.71, -7.70], "gap_ha": [0.2085, 0.2009], "mol_weight_g_mol": 747.25, "de_lowest_kcal_mol": 0.0, "lumo_energy_ev": [-2.037, -2.233], "total_charge": 0}

=====

{"formula": "C32H80AlNPS", "method": "the ωB97M-V functional and the def2-TZVPD basis", "species": ["C", "C", "N", "Al", "P", "S", "H", "H", "H", "H", "H", "H", "H", "H", "H", "H", "C", "C", "C", "C", "C", "C", "H", "H", "H", "H", "H", "H", "H", "H", "H", "H", "H", "H", "H", "H", "C", "C", "C", "C", "C", "C", "H", "H", "H", "H", "H", "H", "H", "H", "H", "H", "H", "H", "H", "H", "C", "C", "C", "C", "C", "C", "H", "H", "H", "H", "H", "H", "H", "H", "H", "H", "H", "H", "H", "H", "C", "C", "C", "C", "C", "C", "H", "H", "H", "H", "H", "H", "H", "H", "H", "H", "H", "H", "H", "H", "C", "C", "C", "C", "C", "C", "H", "H", "H", "H", "H", "H", "H", "H", "H", "H", "H", "H", "H", "H"], "xyz": [[9.84460, -6.18109, -5.03496], [8.53400, -5.32938, -4.44036], [8.02749, -4.50294, -5.60935], [6.12355, -4.22860, -5.55914], [4.90310, -5.95004, -4.58816], [3.29240, -6.17945, -5.72369], [10.12208, -7.09116, -4.34333], [10.75348, -5.44698, -5.16939], [9.51672, -6.50691, -6.12897], [7.72240, -6.02468, -3.95541], [9.01268, -4.56798, -3.65570], [8.54419, -3.58763, -5.53989], [5.74723, -2.86367, -4.85337], [5.62336, -4.12043, -7.08523], [4.40710, -5.51106, -3.29677], [5.55418, -7.23423, -4.56990], [2.77705, 0.91724, -0.80804], [3.90572, 0.61615, -1.78076], [3.75885, -0.74026, -2.47667], [3.79081, -1.95853, -1.54581], [5.04874, -2.09156, -0.68453], [6.31880, -2.26821, -1.50200], [2.74387, 0.19149, 0.01008], [2.91544, 1.90848, -0.36508], [1.80877, 0.90657, -1.31851], [4.86754, 0.67863, -1.26035], [3.92132, 1.39983, -2.54915], [4.54882, -0.83548, -3.22968], [2.81214, -0.75378, -3.03074], [3.68263, -2.86274, -2.15816], [2.91476, -1.93727, -0.88665], [4.93151, -2.96476, -0.03129], [5.15495, -1.22588, -0.02229], [6.25235, -3.15754, -2.13746], [7.18026, -2.39096, -0.83775], [6.51368, -1.40191, -2.13985], [-3.50387, 3.38556, 0.37007], [-2.02976, 3.34873, 0.73938], [-1.20984, 2.39833, -0.13822], [-1.60963, 0.92042, -0.05068], [-1.55410, 0.30910, 1.35114], [-0.15610, 0.30817, 1.94956], [-3.97906, 2.40926, 0.50489], [-4.03401, 4.10172, 1.00567], [-3.63751, 3.69366, -0.67179], [-1.92103, 3.08488, 1.79692], [-1.61867, 4.36080, 0.63198], [-0.15118, 2.50607, 0.12211], [-1.29633, 2.71810, -1.18402], [-0.95167, 0.34576, -0.71485], [-2.62295, 0.79221, -0.44961], [-1.90767, -0.72747, 1.29212], [-2.24250, 0.82944, 2.02536], [0.53946, -0.24909, 1.31332], [-0.16856, -0.16828, 2.93508], [0.23035, 1.32284, 2.07753], [-8.74665, 4.52849, -4.20842], [-7.27254, 4.49167, -3.83912], [-6.45262, 3.54126, -4.71671], [-6.85241, 2.06336, -4.62918], [-6.79688, 1.45203, -3.22736], [-5.39888, 1.45110, -2.62893], [-9.22184, 3.55219, -4.07361], [-9.27679, 5.24465, -3.57283], [-8.88029, 4.83660, -5.25028], [-7.16381, 4.22781, -2.78157], [-6.86145, 5.50373, -3.94651], [-5.39396, 3.64901, -4.45638], [-6.53911, 3.86103, -5.76251], [-6.19445, 1.48870, -5.29335], [-7.86573, 1.93514, -5.02810], [-7.15045, 0.41547, -3.28637], [-7.48528, 1.97237, -2.55313], [-4.70332, 0.89385, -3.26517], [-5.41134, 0.97465, -1.64341], [-5.01243, 2.46578, -2.50096], [-7.13297, 2.14870, 6.17764], [-7.49660, 0.99252, 5.26017], [-6.39363, -0.06468, 5.15300], [-5.07140, 0.42965, 4.55380], [-5.17381, 1.03588, 3.15241], [-5.66032, 0.04614, 2.10539], [-6.26128, 2.69820, 5.80973], [-7.96618, 2.85548, 6.24190], [-6.91388, 1.79057, 7.18858], [-7.75777, 1.37694, 4.26827], [-8.40209, 0.51014, 5.65028], [-6.77056, -0.90603, 4.56123], [-6.19038, -0.46756, 6.15290], [-4.36964, -0.41356, 4.52537], [-4.62113, 1.17086, 5.22481], [-4.18081, 1.39527, 2.85618], [-5.82760, 1.91436, 3.16004], [-4.99229, -0.81964, 2.04783], [-5.68326, 0.52156, 1.11957], [-6.67024, -0.31099, 2.32402], [6.81969, -1.21153, 3.48655], [5.98045, -0.94315, 4.72525], [4.53201, -1.42215, 4.59005], [3.71846, -0.73778, 3.48485], [3.62147, 0.78576, 3.59123], [2.91896, 1.25468, 4.85579], [6.43437, -0.67661, 2.61331], [7.84968, -0.87922, 3.64969], [6.84162, -2.28104, 3.25431], [6.01079, 0.12480, 4.96695], [6.43934, -1.46326, 5.57596], [4.02651, -1.28665, 5.55247], [4.53219, -2.50258, 4.40004], [2.70527, -1.15931, 3.49181], [4.14259, -0.99504, 2.50693], [3.06304, 1.15948, 2.72438], [4.61640, 1.23962, 3.53329], [1.90295, 0.84977, 4.90978], [2.84843, 2.34709, 4.86448], [3.45994, 0.95094, 5.75600]], "atomic_forces_ev_per_a": [[-0.9, 0.1, -0.2], [2.2, 0.8, -0.6], [-0.1, 0.1, 2.1], [1.4, 1.0, -1.6], [-0.8, -0.2, -0.2], [-0.6, -0.1, -0.2], [-0.3, 1.7, -1.4], [-1.7, -1.5, 0.4], [0.8, 0.4, 2.4], [1.6, 1.3, -0.9], [-1.3, -1.9, -1.0], [-0.8, -1.3, -0.3], [-0.2, 0.3, 0.6], [0.0, -0.2, 0.1], [0.8, -0.9, -0.2], [-0.1, 0.5, 0.9], [0.0, 0.2, 0.2], [-0.1, -0.1, -0.2], [0.2, 0.0, -0.1], [-0.1, 0.0, 0.0], [-0.1, -0.1, -0.1], [0.2, 0.0, 0.1], [0.0, 0.0, -0.1], [-0.1, -0.1, 0.0], [0.0, 0.0, 0.1], [0.0, 0.0, 0.0], [0.1, -0.1, 0.1], [-0.1, -0.1, 0.0], [0.1, 0.0, 0.0], [0.0, 0.1, 0.0], [0.0, 0.0, 0.0], [0.0, 0.1, 0.0], [-0.1, 0.0, 0.0], [0.0, 0.2, 0.0], [0.0, 0.0, -0.1], [0.0, -0.1, 0.0], [-0.2, 0.1, 0.1], [0.1, 0.1, -0.2], [0.1, 0.0, 0.1], [-0.1, 0.0, -0.1], [0.0, -0.1, -0.1], [0.1, -0.1, 0.2], [0.0, 0.1, -0.1], [0.0, -0.1, -0.1], [0.0, -0.1, 0.1], [0.0, 0.0, -0.1], [0.0, -0.1, 0.1], [0.0, 0.0, 0.0], [0.0, 0.0, 0.1], [-0.1, 0.0, 0.1], [0.1, 0.0, 0.0], [0.0, 0.1, 0.0], [0.0, 0.0, -0.1], [0.0, 0.1, 0.1], [0.1, 0.0, -0.1], [0.0, -0.1, 0.0], [-0.2, 0.0, 0.1], [0.2, 0.1, -0.1], [0.1, 0.0, 0.1], [-0.1, 0.0, -0.1], [0.0, -0.1, -0.1], [0.0, 0.0, 0.2], [0.0, 0.1, 0.0], [0.0, -0.1, -0.1], [0.0, -0.1, 0.1], [0.0, 0.0, -0.1], [0.0, -0.1, 0.1], [-0.1, 0.0, 0.0], [0.0, 0.0, 0.1], [-0.1, 0.0, 0.1], [0.1, 0.0, 0.0], [0.0, 0.1, 0.0], [0.0, 0.0, -0.1], [0.0, 0.1, 0.1], [0.1, 0.1, -0.1], [0.0, -0.1, 0.0], [-0.1, 0.2, 0.0], [0.0, -0.2, 0.1], [0.0, 0.0, -0.1], [0.0, 0.1, 0.1], [0.1, -0.1, 0.1], [0.0, 0.1, -0.2], [-0.1, 0.0, 0.1], [0.1, 0.0, 0.1], [0.0, 0.1, -0.1], [0.0, -0.1, 0.0], [0.1, 0.0, -0.1], [0.0, 0.0, 0.0], [0.0, 0.0, -0.1], [-0.1, 0.1, 0.0], [0.0, -0.1, 0.0], [-0.1, 0.0, 0.1], [0.0, 0.0, 0.0], [-0.1, 0.1, 0.0], [0.0, -0.1, 0.0], [0.1, 0.0, 0.0], [0.2, 0.1, -0.1], [-0.1, -0.2, 0.1], [0.0, 0.1, 0.1], [0.1, 0.0, -0.1], [-0.1, -0.1, -0.1], [0.0, 0.2, 0.1], [0.0, -0.1, 0.0], [-0.1, -0.1, -0.1], [0.0, 0.1, 0.0], [-0.1, -0.1, 0.0], [-0.1, 0.1, -0.1], [0.0, 0.0, 0.0], [0.0, 0.1, 0.0], [0.1, 0.1, 0.0], [0.0, 0.0, 0.1], [0.1, -0.1, 0.0], [0.0, -0.1, 0.0], [0.1, 0.0, 0.0], [0.0, -0.1, 0.1], [-0.1, 0.0, 0.0]], "mulliken_charge": [-0.853, -0.225, -0.419, 0.056, -0.001, -0.526, 0.272, 0.212, 0.216, 0.183, 0.143, 0.227, -0.122, -0.243, 0.019, 0.056, -0.668, -0.684, -0.590, -0.640, 0.203, -1.080, -0.074, 0.454, 0.235, 0.273, 0.413, 0.247, 0.382, 0.301, 0.272, 0.381, -0.205, 0.093, 0.409, 0.272, -0.811, -0.594, -0.456, -0.582, 0.248, -1.079, -0.096, 0.399, 0.307, 0.258, 0.409, 0.099, 0.460, 0.395, 0.142, 0.451, -0.321, 0.110, 0.459, 0.223, -1.201, -0.289, -0.691, -0.786, -0.471, -0.675, 0.285, 0.375, 0.289, 0.218, 0.352, 0.308, 0.381, 0.362, 0.316, 0.365, 0.277, 0.322, 0.183, 0.077, -1.188, -0.342, -0.799, -0.910, 0.365, -0.879, 0.284, 0.373, 0.291, 0.243, 0.377, 0.308, 0.408, 0.389, 0.356, -0.341, 0.372, 0.229, 0.013, 0.431, -1.100, -0.404, -0.944, 0.165, -0.027, -1.354, 0.211, 0.389, 0.295, 0.229, 0.357, 0.337, 0.403, 0.309, -0.267, 0.058, 0.363, 0.229, 0.411, 0.351], "e_homo_ev": -4.14, "gap_ha": 0.2215, "mol_weight_g_mol": 569.02, "lumo_energy_ev": 1.884, "total_charge": -1}